Below is a structure of composition C24H33GeN8O5RhS2Se, with properties calculated with the ωB97M-V functional and the def2-TZVPD basis.

The geometry in XYZ format:
```
75
C24H33GeN8O5RhS2Se (the ωB97M-V functional and the def2-TZVPD basis)
Rh 0.035 0.044 -0.355
C -5.256 0.779 1.967
C -4.654 -0.619 1.856
N -3.299 -0.661 2.350
C -2.200 -0.334 1.646
S -2.318 -0.010 -0.065
N -1.058 -0.276 2.281
N 0.040 -0.071 1.560
C 1.223 0.008 2.159
C 1.349 -0.115 3.646
C 2.340 0.204 1.293
C 3.682 0.261 1.710
C 4.677 0.437 0.780
C 4.343 0.574 -0.571
C 3.012 0.516 -0.925
N 2.044 0.329 -0.037
H -6.269 0.780 1.576
H -4.654 1.477 1.395
H -5.273 1.109 3.003
H -4.646 -0.945 0.812
H -5.237 -1.330 2.446
H -3.183 -0.680 3.353
H 0.348 -0.177 4.066
H 1.863 0.750 4.066
H 1.907 -1.012 3.916
H 3.910 0.155 2.757
H 5.710 0.469 1.084
H 5.100 0.717 -1.323
H 2.712 0.616 -1.962
O 4.516 -7.523 -0.689
S 3.921 -8.587 -1.453
O 3.858 -9.872 -0.810
O 4.147 -8.561 -2.880
C 2.090 -8.103 -1.544
N 1.265 -9.052 -1.854
C -0.010 -8.637 -1.981
C -0.369 -7.322 -1.797
C 0.629 -6.390 -1.441
N 1.904 -6.857 -1.335
C 0.435 -5.003 -1.134
C 1.515 -4.250 -0.631
C 1.328 -2.934 -0.298
N 0.150 -2.309 -0.432
C -0.881 -3.007 -0.917
C -0.793 -4.332 -1.272
H -0.729 -9.407 -2.225
H -1.397 -7.022 -1.915
H 2.470 -4.734 -0.503
H 2.146 -2.350 0.103
H -1.819 -2.477 -1.018
H -1.667 -4.837 -1.648
O 0.180 0.686 -4.416
N -0.304 0.686 -3.308
O 0.206 0.145 -2.309
C -2.107 6.783 2.765
Ge -1.988 4.874 2.214
C -1.719 3.609 3.718
C -3.576 4.289 1.179
C -0.376 4.640 1.030
Se -0.560 2.794 0.328
C -1.309 3.256 -1.402
H -2.960 6.950 3.414
H -2.217 7.410 1.886
H -1.208 7.084 3.295
H -2.570 3.618 4.393
H -0.828 3.856 4.287
H -1.604 2.603 3.318
H -4.447 4.213 1.822
H -3.379 3.309 0.751
H -3.807 4.980 0.374
H 0.545 4.692 1.608
H -0.306 5.343 0.203
H -2.083 4.007 -1.264
H -1.734 2.344 -1.820
H -0.519 3.637 -2.047
```

Values from the calculation:
E_HOMO (alpha / beta)   -7.07 / -7.07 eV
Total charge   0
LUMO level (alpha / beta)   -3.3 / -3.3 eV
Strongest force on any atom   5.92 eV/Å
Electronic energy   -7133.68478 Ha

=====

Below is a structure of composition C24H33N2O5PS2TeW, with properties calculated with the ωB97M-V functional and the def2-TZVPD basis.

The geometry in XYZ format:
```
69
C24H33N2O5PS2TeW (the ωB97M-V functional and the def2-TZVPD basis)
W 0.684 0.501 -2.126
C -2.191 2.864 0.532
C -0.987 2.444 -0.261
N -0.906 1.265 -0.791
N -2.009 0.437 -0.507
C -2.227 -0.421 -1.430
S -1.235 -0.499 -2.897
S -3.545 -1.553 -1.363
C -4.408 -1.056 0.153
C -3.835 -1.619 1.424
C -3.886 -2.988 1.677
C -3.399 -3.503 2.868
C -2.853 -2.653 3.822
C -2.794 -1.291 3.574
C -3.277 -0.777 2.378
C 0.087 3.413 -0.471
C 0.273 4.471 0.431
C 1.252 5.419 0.233
C 2.054 5.353 -0.905
C 1.890 4.333 -1.816
C 0.926 3.350 -1.592
O 0.816 2.352 -2.488
H -3.088 2.413 0.119
H -2.294 3.945 0.534
H -2.096 2.516 1.562
H -5.428 -1.412 0.003
H -4.426 0.032 0.179
H -4.314 -3.653 0.935
H -3.447 -4.568 3.054
H -2.476 -3.054 4.754
H -2.371 -0.623 4.315
H -3.220 0.284 2.170
H -0.351 4.531 1.313
H 1.392 6.211 0.956
H 2.817 6.102 -1.074
H 2.504 4.253 -2.702
C 3.474 -0.851 -4.709
C 3.484 -0.767 -3.187
C 3.416 -2.154 -2.566
C 4.677 0.029 -2.688
O 2.299 -0.053 -2.813
H 4.360 -1.381 -5.061
H 3.469 0.149 -5.144
H 2.587 -1.386 -5.053
H 4.294 -2.733 -2.860
H 2.522 -2.677 -2.910
H 3.398 -2.089 -1.479
H 5.604 -0.480 -2.962
H 4.636 0.128 -1.605
H 4.679 1.022 -3.139
C -0.465 -3.795 -0.254
C -0.377 -2.952 0.997
O 0.979 -2.467 1.188
P 1.337 -0.980 0.749
O 0.786 -0.879 -0.703
Te 3.558 -0.477 1.181
O 0.319 -0.049 1.565
C 0.465 0.081 2.989
C -0.256 1.331 3.428
H -1.470 -4.210 -0.350
H 0.251 -4.616 -0.213
H -0.259 -3.188 -1.135
H -0.600 -3.529 1.893
H -1.067 -2.106 0.957
H 1.528 0.139 3.234
H 0.043 -0.811 3.459
H 0.163 2.204 2.926
H -0.145 1.465 4.505
H -1.320 1.264 3.199
```

Values from the calculation:
E_HOMO   -7.19 eV
Total charge   0
LUMO level   -0.4 eV
Strongest force on any atom   0.60 eV/Å
Electronic energy   -2893.05041 Ha

=====

Below is an isolated molecule of C24H33N3O, with properties calculated with the ωB97M-V functional and the def2-TZVPD basis.

The geometry in XYZ format:
```
61
C24H33N3O (the ωB97M-V functional and the def2-TZVPD basis)
C 1.947 1.058 -3.093
C 2.009 -0.252 -2.629
C 3.540 -0.957 -2.407
C 3.537 -2.236 -2.052
C 2.338 -2.846 -1.991
C 2.469 -4.399 -1.406
C 1.026 -2.400 -2.083
C -0.321 -3.254 -1.833
N -1.105 -2.391 -1.049
C -0.574 -2.771 0.493
C -1.120 -1.480 1.363
C -2.666 -1.485 1.211
C -3.559 -0.323 1.806
N -2.631 0.967 1.780
C -2.549 2.138 2.523
O -3.587 2.003 3.511
N -1.750 3.008 2.228
C -0.581 3.061 1.617
C -0.110 4.176 0.826
C 1.156 4.211 0.191
C 1.847 2.998 0.331
C 3.350 2.927 -0.134
C 1.409 1.924 0.867
C 2.413 0.432 1.205
C 0.091 1.868 1.601
C -3.279 -1.337 -0.285
C -2.456 -2.594 -1.015
C 0.799 -1.094 -2.423
H 1.291 1.023 -4.072
H 1.467 1.657 -2.139
H 2.879 1.630 -3.412
H 4.158 -0.332 -2.727
H 4.363 -2.685 -1.971
H 3.404 -4.870 -1.247
H 1.861 -4.742 -0.606
H 2.131 -4.968 -2.273
H -0.103 -4.343 -1.358
H -0.777 -3.169 -2.922
H 0.473 -2.644 0.609
H -1.023 -3.604 0.922
H -1.056 -1.786 2.347
H -0.952 -0.553 1.049
H -3.303 -2.378 1.550
H -4.509 -0.150 1.669
H -3.226 -0.637 3.027
H -2.059 1.205 0.927
H -2.055 4.055 2.708
H -0.942 4.919 0.889
H 1.303 5.082 -0.410
H 3.996 3.039 0.423
H 3.349 3.698 -0.974
H 3.499 2.176 -0.766
H 1.932 -0.117 1.721
H 2.516 0.238 0.070
H 3.255 0.807 1.324
H -0.150 1.224 2.279
H -2.788 -0.517 -0.654
H -4.124 -1.500 -0.323
H -2.754 -2.391 -2.261
H -2.846 -3.661 -0.677
H 0.037 -0.801 -2.671
```

Values from the calculation:
E_HOMO   -7.92 eV
Total charge   0
LUMO level   0.6 eV
SMILES string   Cc1ccc(C)c(CN2CCC(CNC(=O)Nc3ccc(C)c(C)c3)CC2)c1
Strongest force on any atom   19.42 eV/Å
Electronic energy   -1173.03413 Ha

=====

Below is an isolated molecule of C24H33N3O4S, with properties calculated with the ωB97M-V functional and the def2-TZVPD basis.

The geometry in XYZ format:
```
65
C24H33N3O4S (the ωB97M-V functional and the def2-TZVPD basis)
C -4.033 -2.836 0.634
C -3.020 -2.253 -0.344
C -1.631 -2.862 -0.162
C -0.601 -2.215 -1.083
C 0.805 -2.772 -0.864
C 1.800 -2.137 -1.832
C 3.211 -2.720 -1.747
C 3.888 -2.511 -0.391
N 3.950 -1.115 -0.024
C 3.306 -0.627 1.050
O 2.733 -1.330 1.866
C 3.351 0.855 1.239
C 3.407 1.330 2.546
C 3.362 2.690 2.800
C 3.233 3.544 1.718
N 3.152 3.113 0.474
C 3.211 1.815 0.227
S 3.062 1.370 -1.485
C 2.256 2.845 -2.162
C 0.729 2.835 -2.077
O 0.070 3.429 -2.903
N 0.247 2.161 -1.014
C -1.073 1.998 -0.580
C -2.179 2.490 -1.246
C -3.456 2.284 -0.746
C -3.630 1.585 0.438
O -4.830 1.320 1.029
C -6.001 1.763 0.388
C -2.515 1.085 1.120
C -1.244 1.277 0.620
O -0.094 0.810 1.196
C -0.201 -0.023 2.329
H -3.720 -2.654 1.660
H -5.009 -2.379 0.490
H -4.130 -3.910 0.492
H -2.961 -1.172 -0.202
H -3.359 -2.432 -1.367
H -1.314 -2.738 0.877
H -1.676 -3.935 -0.362
H -0.899 -2.375 -2.122
H -0.591 -1.136 -0.910
H 1.107 -2.572 0.165
H 0.793 -3.855 -1.009
H 1.438 -2.274 -2.853
H 1.844 -1.063 -1.644
H 3.826 -2.256 -2.522
H 3.177 -3.793 -1.943
H 3.335 -3.017 0.401
H 4.905 -2.918 -0.425
H 4.402 -0.489 -0.672
H 3.475 0.610 3.348
H 3.410 3.074 3.806
H 3.181 4.618 1.836
H 2.554 2.922 -3.207
H 2.645 3.697 -1.602
H 0.905 1.703 -0.395
H -2.036 3.037 -2.163
H -4.296 2.677 -1.294
H -6.024 2.854 0.302
H -6.107 1.318 -0.606
H -6.825 1.435 1.020
H -2.693 0.552 2.039
H -0.523 0.545 3.207
H 0.796 -0.431 2.492
H -0.899 -0.844 2.149
```

Values from the calculation:
E_HOMO   -7.71 eV
Total charge   0
LUMO level   0.3 eV
SMILES string   CCCCCCCCNC(=O)c1cccnc1SCC(=O)Nc1ccc(OC)cc1OC
Strongest force on any atom   0.61 eV/Å
Electronic energy   -1797.78797 Ha

=====

Below is a structure of composition C24H33N3O6PS2Zn, with properties calculated with the ωB97M-V functional and the def2-TZVPD basis.

The geometry in XYZ format:
```
70
C24H33N3O6PS2Zn (the ωB97M-V functional and the def2-TZVPD basis)
Zn 0.829 0.960 0.961
C -0.826 5.617 2.978
S 0.540 5.552 1.810
C 1.204 3.922 2.049
S 0.718 2.826 3.221
N 2.196 3.738 1.184
N 2.467 2.445 1.004
C 3.641 2.100 0.631
C 3.875 0.688 0.326
C 5.140 0.214 -0.011
C 5.298 -1.132 -0.281
C 4.199 -1.974 -0.196
C 2.976 -1.424 0.155
N 2.815 -0.126 0.397
H -0.869 6.623 3.394
H -0.640 4.886 3.764
H -1.760 5.376 2.473
H 4.444 2.827 0.556
H 5.976 0.900 -0.051
H 6.272 -1.522 -0.550
H 4.280 -3.033 -0.400
H 2.090 -2.040 0.253
C -0.207 3.829 -2.320
C -0.464 2.828 -1.214
O 0.513 2.185 -0.821
C -1.804 2.687 -0.679
C -2.894 3.297 -1.342
C -4.176 3.205 -0.873
C -4.407 2.488 0.325
C -3.384 1.898 1.007
C -2.031 1.958 0.536
O -1.122 1.397 1.221
H 0.865 3.865 -2.500
H -0.564 4.817 -2.028
H -0.718 3.537 -3.241
H -2.711 3.840 -2.262
H -4.997 3.663 -1.410
H -5.420 2.401 0.702
H -3.549 1.333 1.915
C 0.541 -5.233 1.191
C -0.523 -4.156 1.327
C -1.870 -4.664 0.830
C -0.621 -3.689 2.776
O -0.073 -3.094 0.464
P -0.608 -1.562 0.599
O -2.076 -1.550 0.716
O 0.302 -0.890 1.615
O -0.064 -0.965 -0.796
C -0.412 -1.368 -2.139
C 0.536 -2.480 -2.580
C -1.864 -1.818 -2.238
C -0.189 -0.126 -2.985
H 0.265 -6.116 1.772
H 1.503 -4.860 1.550
H 0.651 -5.522 0.143
H -2.213 -5.491 1.457
H -1.780 -5.018 -0.200
H -2.601 -3.855 0.858
H -0.910 -4.529 3.410
H -1.364 -2.896 2.877
H 0.337 -3.291 3.113
H 0.473 -3.327 -1.898
H 1.566 -2.115 -2.590
H 0.271 -2.809 -3.587
H -2.043 -2.715 -1.645
H -2.099 -2.025 -3.285
H -2.529 -1.040 -1.861
H 0.808 0.280 -2.804
H -0.920 0.643 -2.727
H -0.291 -0.376 -4.043
```

Values from the calculation:
E_HOMO   -4.48 eV
Total charge   -1
LUMO level   2.4 eV
Strongest force on any atom   0.42 eV/Å
Electronic energy   -4467.39072 Ha

=====

Below is a structure of composition C24H33N3ORuSeSi, with properties calculated with the ωB97M-V functional and the def2-TZVPD basis.

The geometry in XYZ format:
```
64
C24H33N3ORuSeSi (the ωB97M-V functional and the def2-TZVPD basis)
Ru 0.400 1.449 0.569
C -3.325 2.261 0.767
C -2.685 1.220 1.633
C -3.436 0.493 2.550
C -2.809 -0.455 3.344
C -1.441 -0.664 3.253
C -0.736 0.109 2.344
N -1.375 0.991 1.533
N 0.614 0.183 2.058
Si 1.889 -0.206 3.214
C 1.844 -2.003 3.695
C 1.714 0.889 4.709
C 3.519 0.076 2.337
H -4.117 2.769 1.314
H -3.788 1.795 -0.107
H -2.599 3.002 0.434
H -4.494 0.689 2.639
H -3.386 -1.030 4.056
H -0.939 -1.388 3.876
H 1.003 -2.278 4.332
H 2.754 -2.242 4.253
H 1.827 -2.642 2.809
H 0.921 0.528 5.368
H 1.478 1.917 4.424
H 2.639 0.903 5.289
H 3.709 -0.727 1.617
H 4.340 0.047 3.058
H 3.596 1.047 1.846
O 2.389 1.394 -0.322
C 2.467 1.368 -1.748
C 1.110 1.569 -2.345
C 0.967 1.698 -3.720
C -0.296 1.839 -4.255
C -1.391 1.854 -3.402
C -1.172 1.741 -2.048
N 0.057 1.599 -1.523
H 2.899 0.666 0.056
H 2.864 0.406 -2.082
H 3.145 2.159 -2.076
H 1.845 1.683 -4.352
H -0.430 1.937 -5.324
H -2.399 1.965 -3.775
H -1.984 1.770 -1.339
C 5.699 4.956 -1.816
C 4.376 4.738 -1.134
C 4.301 4.457 0.221
C 3.085 4.253 0.870
C 3.104 3.992 2.352
C 1.907 4.306 0.114
Se 0.255 3.755 0.930
C 1.947 4.664 -1.243
C 0.708 4.928 -2.060
C 3.186 4.858 -1.843
H 6.528 4.826 -1.122
H 5.760 5.964 -2.229
H 5.836 4.258 -2.644
H 5.215 4.412 0.804
H 3.976 4.466 2.801
H 3.164 2.923 2.569
H 2.213 4.372 2.848
H -0.115 4.264 -1.802
H 0.919 4.841 -3.126
H 0.357 5.947 -1.879
H 3.221 5.137 -2.892
```

Values from the calculation:
E_HOMO (alpha / beta)   -10.42 / -10.82 eV
Multiplicity   2
Total charge   +1
LUMO level (alpha / beta)   -3.4 / -3.7 eV
Strongest force on any atom   0.84 eV/Å
Electronic energy   -3959.54473 Ha
<S²>   0.76